# C24H28F10N9O4V

A molecular structure, C24H28F10N9O4V at a distorted geometry (ωB97M-V/def2-TZVPD, OMol25).

Computed properties:
- ⟨S²⟩ = 0.76
- gap between HOMO and LUMO (spin up / spin down) (eV) = 4.806 / 4.274
- E (Eh) = -3667.82096
- strongest force on any atom (eV/Å) = 1.05
- energy above the lowest of the compared OMol25 structures with the same formula, charge and spin (eV) = 1.901

```
! RIJCOSX wB97M-V def2-TZVPD def2/J DEFGRID3
* xyz -1 2
V -0.04081 -0.31271 0.06470
H 2.87463 -2.27008 2.24950
C 1.20681 -3.24828 -3.16628
F -5.93473 -1.25935 3.95200
C -4.25034 -1.46613 2.27773
N 1.67214 -0.89764 1.18395
O -1.76345 3.99129 0.50749
C 0.71793 -3.88334 -4.28977
N 0.81018 -1.79756 -1.17282
H 2.72961 -1.31914 -1.94064
O -0.70310 2.06272 0.96159
H 0.46573 -0.48950 3.84915
H 2.39090 3.86157 -0.01128
F -4.06400 -0.09431 5.57295
C 0.40449 -2.50661 -2.22930
H 2.47828 0.20316 2.82972
C -2.95522 -1.28328 1.86715
F -2.63257 -1.72645 0.63756
O 0.56842 1.52624 -3.56513
H 0.01602 1.10616 3.23062
H -1.45153 3.13160 -2.15439
H 1.60866 1.14601 1.59327
C -3.49371 2.56198 -2.24444
C 0.14503 1.14588 -2.47501
C -4.53385 1.64081 -2.90883
N -0.72026 -0.51642 2.09289
H -2.61020 0.22764 -0.83452
C -4.66554 -1.07071 3.53390
N -1.66851 0.56309 -0.94384
H 2.70697 -2.68262 -0.81358
F -1.09828 -4.49585 -5.71707
F 1.57704 -4.52138 -5.09614
H -4.35268 -2.21342 -2.04102
H -5.53833 1.98082 -2.64290
C -0.73948 3.30395 0.68205
H 0.34287 4.81420 -0.04742
C -1.92145 -0.66747 2.62662
H -3.78210 3.58498 -2.49604
C -1.45760 -3.26517 -3.70595
C -1.39333 1.00108 -2.31033
C -4.85436 -0.34872 -1.47710
C -2.40893 -0.28777 3.92345
H -1.71370 0.23404 -3.01861
H -5.01626 1.37174 -0.43264
H -5.44238 -0.04216 0.41823
H -4.42914 1.72465 -3.98984
H -4.82414 -2.04784 -0.41425
C 2.64943 -0.74611 0.11318
C 1.85023 -2.17514 1.86271
H -1.92042 2.51003 -3.74111
F -2.80425 -3.23979 -3.91696
N -5.32463 0.41199 -0.47631
N 1.63141 3.21727 0.15393
N -4.47858 0.20756 -2.61594
O 0.82978 0.86061 -1.43441
N -4.86147 -1.67500 -1.35304
C 1.61593 0.20647 2.14252
N 0.48934 3.98842 0.51243
F -1.60673 0.31798 4.82404
F -1.91495 -2.13473 -1.77967
H 1.44812 2.69705 -0.70287
C 2.27352 -1.69879 -1.02184
H 1.65149 -2.99627 1.17368
H -3.53873 2.49232 -1.15352
H 1.15220 -2.25985 2.69253
H -3.99346 -0.39268 -3.26471
H -1.52838 1.34920 -0.28142
F -5.15026 -2.02322 1.41568
C -3.70636 -0.48928 4.34512
H 3.67793 -0.96048 0.44848
C -2.03215 2.35901 -2.66488
F 2.53881 -3.40152 -2.98423
H 2.61325 0.27758 -0.24785
C -0.62755 -3.89740 -4.60585
C -0.96841 -2.64112 -2.58650
C 0.31182 0.09955 2.93514
*
```


# C24H28F2N2O3

A single C24H28F2N2O3 molecule at a distorted geometry (ωB97M-V/def2-TZVPD, OMol25).

Computed properties:
- gap between HOMO and LUMO (eV) = 9.141
- E (Eh) = -1466.32581
- structure (SMILES) = O=C(c1ccc(OC2CCN(Cc3ccccc3OC(F)F)CC2)cc1)N1CCCC1
- strongest force on any atom (eV/Å) = 1.58
- energy above the lowest of the compared OMol25 structures with the same formula, charge and spin (eV) = 0.000

```
! RIJCOSX wB97M-V def2-TZVPD def2/J DEFGRID3
* xyz 0 1
N 2.55869 -1.30188 1.24322
C -2.00179 -1.54515 0.04363
H 4.39421 -2.14398 0.79770
H -0.05205 -2.22806 -1.54200
C -2.99471 -1.69688 1.01604
C -3.62425 -0.49373 -1.38400
H -7.14999 3.43441 -0.55926
C 4.62222 -0.04343 0.93488
H 2.11056 0.67399 0.78914
H 2.09872 -3.10932 -0.83867
H -8.51815 0.90652 0.47164
H 6.92895 2.13682 -0.26788
H 3.84308 -0.01785 2.90702
N -6.46260 0.82109 0.07598
C 6.25393 1.67754 0.43740
H 3.70486 -1.25877 -0.56708
H -3.87639 -0.03739 -2.32984
H 6.71440 3.02948 2.02296
H 5.31346 0.19404 -3.20341
C 6.13074 2.17283 1.72307
C -4.60337 -0.62637 -0.41175
H -8.53443 3.33263 0.54171
C -4.27538 -1.24272 0.79218
F 5.61844 1.99031 -2.38836
H 0.82463 -3.98471 0.02561
C 3.81968 -1.25099 0.52719
O -0.78579 -2.04290 0.38095
H 2.67250 -3.34700 1.58556
C 1.60420 -0.29283 0.82400
C -7.59556 2.86369 0.25633
H 1.13588 -2.57208 2.01268
C -5.66055 1.63875 0.96904
H 0.82529 -0.24867 1.59146
C 1.93397 -2.60778 1.26615
C 5.26453 1.56496 2.61611
C 0.94469 -0.57958 -0.53193
C -6.00271 -0.18228 -0.70149
F 3.78369 0.90542 -2.12775
H -5.03485 -1.38866 1.54666
C -7.77164 1.40716 -0.15622
H -5.28466 1.05549 1.81288
H -1.59752 -0.80278 -1.94260
H 1.68402 -0.52963 -1.33202
H -2.73146 -2.18708 1.94043
C 1.32135 -3.01968 -0.07830
C -2.33059 -0.93411 -1.16233
H 5.16897 1.94753 3.62112
O -6.68521 -0.69711 -1.56966
C -6.61160 2.75017 1.41968
C 5.12956 0.73034 -2.25897
H -8.05126 1.26776 -1.20185
C 4.52392 0.46576 2.22438
H -4.79756 2.04804 0.42991
O 5.65925 0.04350 -1.25115
C 0.30040 -1.97177 -0.53140
H 0.19010 0.18416 -0.72414
H -6.08552 3.68037 1.62380
H -7.14142 2.44457 2.32254
C 5.49988 0.58030 0.05344
*
```


# C24H28F5N2O17

6 unconnected molecules or ions with the total composition C24H28F5N2O17 at a distorted geometry (ωB97M-V/def2-TZVPD, OMol25).

Computed properties:
- gap between HOMO and LUMO (eV) = 8.662
- E (Eh) = -2819.03862
- strongest force on any atom (eV/Å) = 3.30

```
! RIJCOSX wB97M-V def2-TZVPD def2/J DEFGRID3
* xyz 1 1
H 3.82020 2.15765 -2.52607
C 0.41850 -0.91445 2.02966
O 3.07708 -2.34592 -3.22088
H 4.64051 -0.74285 -6.25083
H 6.69780 -1.23311 -4.01615
O -3.18637 -2.15529 -3.08489
H -1.22650 -1.19515 -0.55448
F 2.61587 2.09216 -4.12980
C -0.40999 2.79683 3.29618
O -6.45488 0.90291 0.48794
O -5.26688 -1.93496 -3.93504
C -5.53850 1.33314 -0.13187
C 5.80913 -0.72586 -4.39816
O 4.74821 -0.85028 -3.45060
O 3.62074 0.98745 6.70711
C 2.76108 2.20970 -2.79030
H -2.82134 1.96566 -0.29865
C 3.98990 -1.90941 -3.84920
H 3.36791 3.02728 6.35724
F 6.19939 -1.99927 -6.33889
C 1.89818 1.22208 -2.06897
C 0.26661 0.55877 2.11479
H -2.62523 -2.36033 -0.74763
C 3.93099 2.17503 5.97867
H 0.21589 -2.66274 3.15277
C 1.71214 3.24706 -1.13742
C -6.35399 -1.82508 -1.93237
C -0.38481 -1.08803 4.33140
O 4.39856 -2.39764 -5.04987
H 1.22864 -3.20013 -0.30126
F -7.47145 -1.47965 -3.97635
H -6.75492 -3.29309 -3.50746
O 1.42116 4.11206 -0.37076
H 0.50159 1.23683 1.24200
C -4.36297 -2.06675 -2.92476
O 3.80073 0.41009 4.53571
N 0.90656 -1.42903 0.79529
H -4.86960 2.50652 -2.52885
H -0.63517 -1.74721 5.19691
O -5.13566 0.84481 -1.34307
H 1.10474 -3.44448 1.48427
O 0.70022 3.67530 3.13474
O -4.76240 2.37591 0.26950
C -4.28701 1.83647 -1.89198
H 2.42208 0.29110 -1.85325
H -6.98084 -2.40295 -1.25418
H -1.24369 -3.84334 1.22845
C -6.52864 -2.23353 -3.36415
F 4.32157 2.41627 3.66929
H 0.90627 3.71164 2.17408
H 6.05390 0.32012 -4.57933
C -3.70275 2.49138 -0.67525
C 3.53554 1.79847 4.58305
C 5.23345 -1.39902 -5.60876
H 2.48457 1.97752 4.34121
O 1.57510 1.91992 -0.86871
H 0.97883 0.98951 -2.61140
C -0.56681 0.33683 4.47737
C -0.24004 1.22636 3.33069
C 3.63512 -0.03968 5.81505
H -2.29182 -1.66618 0.86716
H -6.54833 -0.76620 -1.77144
O 3.51066 -1.18450 6.10881
C -1.78317 -2.04285 -0.07438
O -4.97148 -2.09234 -1.70811
H -0.87431 -3.98058 -0.52380
F -3.32677 1.22667 -2.62789
N 0.10116 -1.64782 3.14653
C -0.87045 -3.25949 0.34661
H -0.97904 0.77892 5.42176
C 0.64727 -2.88962 0.61615
O -1.51655 3.23760 3.36952
O 2.22586 3.45766 -2.37931
H 4.99789 2.39092 6.06928
H -3.44232 3.53518 -0.84721
H 1.93314 -1.33097 0.82455
*
```


# C24H28FN3O3

A single C24H28FN3O3 molecule (ωB97M-V/def2-TZVPD, OMol25).

Computed properties:
- gap between HOMO and LUMO (eV) = 8.429
- E (Eh) = -1421.25765
- structure (SMILES) = CC[C@H]1CN(C(=O)N2CCC(C(=O)NCc3ccc(F)cc3)CC2)c2ccccc2O1
- strongest force on any atom (eV/Å) = 0.81
- energy above the lowest of the compared OMol25 structures with the same formula, charge and spin (eV) = 0.844

```
! RIJCOSX wB97M-V def2-TZVPD def2/J DEFGRID3
* xyz 0 1
H 5.07999 -2.20752 -1.95985
H -4.47339 -2.16332 -0.35720
C 1.62375 -0.19204 1.57932
C 0.29371 1.92173 1.30385
H -3.59372 0.53694 2.16866
O 2.45279 2.24746 -0.53961
H 7.63614 1.01249 0.77324
H -4.76879 1.56759 -3.98390
H 4.75753 2.45792 -0.72704
H -2.41639 0.78877 -3.95206
C 5.07329 -0.27519 -1.01301
H 4.07828 -0.01875 -1.34388
C 6.90632 -1.78746 -0.93396
H -5.68799 -0.65657 2.01225
H -1.44694 -0.11305 -1.90436
H -6.92946 -1.69681 -0.54601
C -4.34001 1.15427 -3.08444
N -2.68003 -0.29065 0.48863
H -6.16230 1.27405 -1.94743
H 2.01620 1.68529 2.57125
C -4.57789 0.48291 -0.78581
F 7.45402 -2.97297 -1.27042
H 8.64024 -1.16401 0.14437
C 2.71867 1.81357 0.56149
C 1.68530 1.34398 1.58327
C -5.00500 -0.72689 1.15829
H -7.18526 -2.46520 1.02161
C -3.02319 0.72969 -3.06155
C 5.62390 -1.49312 -1.36272
H -4.73681 -2.85169 1.24705
H 1.02612 -0.53176 2.42768
H -1.35147 1.69951 -0.07393
C -2.46884 0.22786 -1.89935
O -1.25088 -1.87330 1.29239
C -1.40056 -0.83409 0.67795
H 1.55269 -0.39567 -0.57680
C 5.13955 1.93592 0.15510
H 4.16802 1.27186 1.90289
H -3.20456 -1.20305 2.27211
H -6.59676 -3.41984 -0.34347
N 3.99125 1.69961 1.00779
C 7.07209 0.31117 0.17596
C 5.78938 0.63581 -0.24338
H 0.87319 -1.78138 0.32132
C -3.58201 -0.41507 1.61779
O -5.43007 0.29078 0.27083
H 5.85257 2.58068 0.67635
C -5.11773 1.00462 -1.95215
C 0.96445 -0.69454 0.29555
H 2.62351 -0.62180 1.67013
C -6.54684 -2.44799 0.14083
C -0.34103 1.31354 0.04895
C -3.21396 0.14643 -0.72358
H 0.25228 1.59359 -0.82453
H -0.34758 1.71764 2.16526
C -5.11060 -2.12083 0.52853
H 0.36442 3.00206 1.17187
N -0.36238 -0.13186 0.14818
C 7.64279 -0.90131 -0.17028
*
```


# C24H28N2O4S2

A single C24H28N2O4S2 molecule (ωB97M-V/def2-TZVPD, OMol25).

Computed properties:
- gap between HOMO and LUMO (eV) = 9.204
- E (Eh) = -2138.19613
- structure (SMILES) = Cc1ccc(S(=O)(=O)N(CC(=O)NCCSCc2ccco2)c2cc(C)ccc2C)cc1
- strongest force on any atom (eV/Å) = 0.99
- energy above the lowest of the compared OMol25 structures with the same formula, charge and spin (eV) = 0.071

```
! RIJCOSX wB97M-V def2-TZVPD def2/J DEFGRID3
* xyz 0 1
H 0.79899 3.96986 1.55083
H 1.85843 -1.66364 -2.33458
C -1.01480 2.84193 -0.74332
H 2.16804 4.17615 2.64874
H -2.03410 -1.40841 3.13056
H -2.57491 1.29710 1.86372
C -2.48480 -2.77228 1.54416
C -0.64672 -3.28854 0.06798
H -2.22010 -0.83605 -3.24163
C 1.51199 3.44397 2.18574
C -3.13445 0.39864 -1.75507
H -4.47910 -2.05722 1.52053
C -1.87722 2.49775 0.26243
H -4.04357 -2.90244 3.00293
O -0.03807 -0.19373 -3.74230
C -2.25617 -0.78484 -2.14855
H 2.18558 0.07175 -2.45553
H 4.08423 -1.40790 -0.87690
C 1.65921 1.37064 0.79433
H 0.94971 2.93433 2.96639
C -2.00513 4.65381 0.06254
H -0.55612 4.86613 -1.55406
C 0.12788 -0.47370 -2.57426
H 5.54242 -0.45937 -0.57451
H -2.63110 1.34573 -1.94691
C -1.64470 -1.93036 2.26931
O -2.48211 3.60354 0.74854
C 4.36047 1.67248 0.42069
H -2.60316 -4.12916 -0.10855
H 4.56680 -0.13463 -2.00532
H 5.42718 1.78830 0.29320
C 1.52905 -0.67237 -1.99801
C 4.52343 -0.41580 -0.95176
H -0.22657 -3.81149 -0.77672
H -1.40294 0.48570 0.78828
H -2.38082 5.62231 0.32606
H -0.65156 -0.93252 -0.76131
H -4.06307 0.36455 -2.32343
H 0.34495 -1.11011 2.44352
C 2.35142 0.45795 0.01639
C 2.29694 2.45904 1.37404
C -1.96701 -3.45782 0.44922
C -1.09790 4.24997 -0.86691
C 0.16018 -2.42527 0.78653
N -0.88643 -0.67267 -1.70723
H -4.35352 -3.81843 1.51858
O 2.64760 -1.86923 1.40206
H 4.18563 3.43740 1.60856
H -2.68838 -1.70931 -1.75319
C 3.73042 0.58270 -0.16587
C -3.92412 -2.90578 1.92239
H 0.60024 1.23346 0.94582
S 1.83391 -2.09593 0.24735
C 3.66104 2.60152 1.16908
O 2.21843 -3.10634 -0.69912
H -0.38503 2.18506 -1.30888
N 1.61301 -0.62345 -0.55370
C -0.32518 -1.75255 1.89368
S -3.66484 0.38729 -0.01475
C -2.23430 1.18608 0.83545
*
```


# C24H28N2O5

A single C24H28N2O5 molecule at a distorted geometry (ωB97M-V/def2-TZVPD, OMol25).

Computed properties:
- gap between HOMO and LUMO (eV) = 8.214
- E (Eh) = -1417.01804
- structure (SMILES) = COc1ccc(-c2cc(CCCC(=O)NCCc3cc(OC)ccc3OC)no2)cc1
- strongest force on any atom (eV/Å) = 1.25
- energy above the lowest of the compared OMol25 structures with the same formula, charge and spin (eV) = 3.731

```
! RIJCOSX wB97M-V def2-TZVPD def2/J DEFGRID3
* xyz 0 1
N 0.25324 1.22879 -1.34838
H -2.31995 1.45282 0.00628
C -2.99825 2.08561 -0.57115
C -0.97864 3.32634 -1.55338
H -0.52365 4.31871 -1.59991
C -0.05371 2.40078 -0.84354
C -2.63260 -0.28567 -3.49004
C 3.12530 1.20627 3.83943
H 1.46532 -2.84663 -1.44127
H -3.06240 -1.34133 -0.23900
O -1.28442 -1.56323 1.83081
C 0.46958 -2.51666 -1.19205
H -3.31511 -1.94327 2.03161
O 4.72229 -0.48064 4.58281
C -0.49212 -2.34414 -2.18045
C 4.88715 0.18220 5.81384
C -3.42270 1.33762 -1.83352
H -2.75319 -2.43278 -3.65521
C -2.06468 -1.67048 -0.48617
H 2.84191 -0.76619 0.54050
H 1.71332 2.54901 2.98528
C 1.30090 1.40682 0.57940
O -0.28106 -2.55670 -3.51674
H -3.52570 -0.00594 -4.05230
C -2.82454 -1.68357 -2.86742
H 4.34100 -1.56479 2.34749
H -2.49246 -1.05574 3.33846
H 0.94339 -3.03890 -5.01807
O 1.09282 0.61136 -0.48509
H 5.60509 -0.41382 6.37478
C -2.56632 -1.17745 2.25865
H -2.87675 -0.22742 1.81004
H -1.48881 0.69736 -2.04680
C 2.92377 -0.22163 1.46784
H 1.75573 -2.20143 -3.67243
C 3.87010 0.04217 3.66653
H 3.94674 0.23392 6.37140
C 3.75690 -0.66599 2.46580
C -1.77838 -1.93063 -1.81797
H -1.76379 -0.29122 -4.15010
H -3.81537 -1.73082 -2.41403
C -2.33278 3.43785 -0.84100
H 3.18823 1.77404 4.75423
O -4.57427 1.32567 -2.22309
H -1.12166 2.96159 -2.57049
H -3.90269 2.25692 0.01604
C 1.00064 -2.95015 -3.93384
C 0.17067 -2.25817 0.13139
C 0.58935 2.57151 0.40238
H -2.19041 3.94471 0.11717
C 2.28857 1.64898 2.83327
C -1.09668 -1.82090 0.49850
H 0.53667 3.42221 1.04770
H 5.28586 1.19227 5.67581
H 0.91470 -2.38466 0.90144
H 1.28633 -3.91853 -3.50896
N -2.41427 0.70495 -2.46284
H -2.99978 4.05090 -1.44919
C 2.17416 0.94644 1.63682
*
```